Entry 1:
The following is a quantum chemistry calculation of a structure of composition C23H25FN2O5PPtS2Se, from the Open Molecules 2025 dataset.

As for the expectation value of S²: 0.757. The spin multiplicity is 2. As for the net charge: -2. The HOMO-LUMO gap (spin up / spin down) comes out at 3.846 / 4.715 eV. As for the relative energy (zero: lowest compared OMol25 entry of this formula, charge and spin): 87.41 kJ/mol. The HOMO energy (spin up / spin down) is -0.227 / -1.096 eV.

Geometry (Å):
Pt  -1.8141  -0.5827  0.2793
C  1.4263  -5.5679  -3.1259
C  0.9603  -5.5685  -1.6835
O  -0.1487  -4.6897  -1.5223
P  0.0364  -3.2505  -0.8017
S  -1.7088  -2.3462  -1.2130
S  1.7774  -2.4446  -1.2658
O  0.0789  -3.7692  0.7309
C  0.3845  -2.8596  1.7919
C  0.6889  -3.6788  3.0263
H  2.1453  -6.3751  -3.2945
H  1.8939  -4.6125  -3.3605
H  0.5738  -5.7140  -3.7913
H  1.7749  -5.2745  -1.0184
H  0.6128  -6.5620  -1.3865
H  -0.4753  -2.2005  1.9483
H  1.2376  -2.2413  1.5008
H  -0.1838  -4.2624  3.3231
H  0.9587  -3.0166  3.8519
H  1.5194  -4.3631  2.8396
C  2.1402  5.9777  1.8447
C  1.5134  5.7398  0.4726
C  2.3978  6.2046  -0.6782
C  3.6810  5.3860  -0.7362
C  3.3774  3.9093  -0.6920
C  4.2911  2.9859  -1.1621
C  3.9914  1.6321  -1.1317
F  4.9257  0.7745  -1.6115
C  2.8017  1.1536  -0.6540
C  1.8679  2.0712  -0.1655
C  0.5733  1.5492  0.3512
O  0.3832  0.3392  0.3259
C  -0.3491  2.5492  0.8502
C  0.0236  3.8480  0.7984
N  1.1928  4.3269  0.2915
C  2.1521  3.4423  -0.1843
C  -1.6968  2.2720  1.5323
O  -2.2643  3.2654  2.0089
O  -2.0960  1.0784  1.6065
H  2.4010  7.0309  1.9729
H  3.0418  5.3765  1.9701
H  1.4389  5.6942  2.6296
H  0.5628  6.2742  0.4229
H  2.6192  7.2674  -0.5583
H  1.8430  6.0842  -1.6119
H  4.3343  5.6599  0.0986
H  4.2352  5.6163  -1.6485
H  5.2416  3.3096  -1.5700
H  2.5474  0.0975  -0.6546
H  -0.6667  4.5810  1.2007
Se  -4.6350  -0.9893  1.0445
C  -5.5916  -2.4204  0.2675
C  -6.0224  -2.4139  -1.0683
C  -6.7581  -3.4690  -1.5733
N  -7.1168  -4.5535  -0.8772
C  -6.6940  -4.5701  0.3913
C  -5.9524  -3.5690  0.9892
H  -5.7734  -1.5722  -1.7020
H  -7.0848  -3.4453  -2.6108
H  -6.9680  -5.4508  0.9688
H  -5.6464  -3.6638  2.0235

Atoms 1-3, force components in eV/Å:
Pt -0.738 -0.151 0.092
C -0.020 -0.013 0.001
C -0.016 -0.022 0.053

Löwdin atomic charge list, values in e, 6 entries: Pt 0.37; C -0.10; C -0.35; O -0.37; P -0.13; S 0.19


Entry 2:
The following is a quantum chemistry calculation of a cluster of 2 separate species, C7H9N2OP in total, from the Open Molecules 2025 dataset.

The HOMO-LUMO gap (spin up / spin down) comes out at 7.448 / 8.074 eV. As for the relative energy (zero: lowest compared OMol25 entry of this formula, charge and spin): 460.49 kJ/mol. The HOMO energy (spin up / spin down) is -8.180 / -8.775 eV.

Geometry (Å):
C  -2.4118  1.4289  -0.2788
C  -1.2701  2.1605  -0.2676
C  -2.3451  0.0951  -0.5134
C  -0.0103  0.4599  -0.4645
C  3.6024  1.1873  0.8250
C  0.6201  -2.0808  0.4414
C  -0.6622  -1.8377  -0.4132
N  -0.0338  1.7253  -0.5800
N  -0.9701  -0.3874  -0.5457
O  -3.2208  -0.7214  -0.3864
P  3.2313  0.4836  -0.6408
H  -3.3161  1.9174  0.1255
H  -1.3039  3.2152  -0.1960
H  4.6466  1.7085  0.8926
H  2.8536  1.5913  1.5079
H  0.4337  -1.7359  1.4570
H  0.8004  -3.0853  0.6634
H  1.4677  -1.7076  -0.0971
H  -0.5668  -2.1115  -1.4546
H  -1.5447  -2.3054  -0.0744

Atoms 1-3, force components in eV/Å:
C -0.207 3.833 1.126
C -0.691 1.199 -1.276
C 0.412 -3.308 1.421

Löwdin atomic charge list, values in e, 6 entries: C -0.01; C -0.13; C -0.45; C -0.15; C -0.54; C -0.07


Entry 3:
The following is a quantum chemistry calculation of the molecule C12H9F3N2O3S2, from the Open Molecules 2025 dataset.

The HOMO-LUMO gap comes out at 9.109 eV. As for the relative energy (zero: lowest compared OMol25 entry of this formula, charge and spin): 118.39 kJ/mol. The HOMO energy is -9.497 eV.

Geometry (Å):
O  -0.5023  -1.0440  -2.3189
O  1.7074  -2.9806  2.1077
O  1.5310  -3.6104  -0.1534
F  -1.6975  -3.9845  0.2200
F  -0.4326  -5.1214  1.6588
F  -1.5974  -3.3502  2.3490
N  -2.6178  0.8225  1.7875
C  -1.8575  0.0517  2.5800
C  -2.4486  0.7978  0.4653
C  2.2584  3.3450  -1.3880
C  2.5813  2.1430  -2.0081
C  0.9431  3.7946  -1.0699
C  -0.7002  -0.5497  2.1108
C  1.5690  1.2014  -2.3278
C  -0.0319  2.7566  -1.2353
C  -0.5206  -0.6638  0.7759
C  0.2587  1.5040  -1.9266
C  -1.3921  0.0437  -0.1325
N  0.5476  -1.4403  0.2728
S  -1.1044  0.2624  -1.8991
C  -0.8530  -3.8550  1.3142
S  0.7934  -3.0328  0.9477
H  -2.1166  0.1621  3.6183
H  -2.9180  1.5532  -0.1855
H  3.0655  3.9791  -1.1608
H  3.5633  1.8845  -2.1131
H  0.6669  4.7220  -0.6323
H  -0.0400  -1.1121  2.7187
H  1.7609  0.1950  -2.8415
H  -0.9201  3.0042  -0.8113
H  0.5040  -1.4778  -0.7228

Atoms 1-3, force components in eV/Å:
O 0.154 0.197 -0.255
O -3.754 0.257 -0.696
O -2.215 -0.845 0.039

Löwdin atomic charge list, values in e, 6 entries: O -0.53; O -0.27; O -0.27; F 0.11; F 0.10; F 0.12


Entry 4:
The following is a quantum chemistry calculation of a cluster of 2 separate species, C3H4N2S in total, from the Open Molecules 2025 dataset.

As for the expectation value of S²: 2.011. The spin multiplicity is 3. The HOMO-LUMO gap (spin up / spin down) comes out at 6.981 / 8.843 eV. As for the relative energy (zero: lowest compared OMol25 entry of this formula, charge and spin): 300.75 kJ/mol. The HOMO energy (spin up / spin down) is -6.537 / -10.368 eV.

Geometry (Å):
C  1.5543  0.9305  -0.1858
C  0.0601  -1.7780  0.0262
C  -0.6570  -0.7391  0.3487
N  1.5359  1.4539  0.8343
N  -1.4944  1.4545  -0.5559
S  -1.4771  0.6251  0.7205
H  -0.2471  -2.9287  0.0065
H  1.0987  -1.5755  0.1496
H  -1.9968  2.3347  -0.3384
H  1.6234  0.2226  -1.0057

Atoms 1-3, force components in eV/Å:
C 0.411 -0.805 -0.010
C -1.207 -1.709 1.049
C 0.635 -2.122 -1.211

Löwdin atomic charge list, values in e, 6 entries: C -0.13; C -0.09; C -0.47; N 0.07; N -0.36; S 0.78


Computed M, in the same sequence as the records: 797.61 168.14 350.34 100.15 g/mol.
Computed max |F|, in the same sequence as the records: 0.76 4.00 6.76 4.98 eV/Å.